# 1
106
Properties=species:S:1:pos:R:3:lowdin_charge:R:1 method="wB97M-V/def2-TZVPD" max_force_ev_per_a=0.16 total_charge=+2 energy_ev=-58717.006 s_squared=0.754 multiplicity=2 e_above_lowest_ev=0.250
Ir -0.496 -0.407 0.639 1.4437
C -2.025 1.155 0.567 -0.1112
C -1.218 1.437 1.706 -0.1671
C -1.300 0.244 2.572 -0.1868
C -2.216 -0.642 1.918 -0.1007
C -2.690 -0.108 0.686 -0.2639
C -3.943 -0.549 -0.047 -0.5418
C -5.106 -0.160 0.886 -0.0144
C -4.122 0.203 -1.367 -0.0248
C -3.984 -2.060 -0.275 -0.0320
C -0.803 -0.059 3.989 -0.5161
C -1.558 0.862 4.962 -0.0149
C -1.163 -1.503 4.373 -0.0454
C 0.714 0.063 4.170 -0.0213
C -0.738 2.881 1.901 -0.5083
C -0.347 3.515 0.556 -0.0330
C -1.990 3.622 2.422 -0.0068
C 0.398 3.137 2.892 -0.0304
H -2.173 1.842 -0.249 0.1149
H -2.488 -1.614 2.300 0.1228
H -5.092 0.908 1.110 0.0993
H -5.062 -0.710 1.827 0.0956
H -6.057 -0.391 0.405 0.1026
H -4.227 1.277 -1.204 0.0972
H -5.034 -0.137 -1.857 0.1056
H -3.300 0.042 -2.065 0.0571
H -3.894 -2.611 0.665 0.0860
H -3.205 -2.394 -0.961 0.0652
H -4.942 -2.339 -0.714 0.1053
H -2.637 0.777 4.819 0.1032
H -1.285 1.909 4.857 0.0649
H -1.334 0.564 5.987 0.1026
H -2.239 -1.658 4.453 0.0966
H -0.734 -1.720 5.352 0.1041
H -0.748 -2.228 3.667 0.0779
H 1.136 0.968 3.747 0.0527
H 1.219 -0.795 3.722 0.0750
H 0.949 0.053 5.235 0.1075
H -1.194 3.620 -0.121 0.0892
H 0.432 2.954 0.035 0.0566
H 0.034 4.519 0.737 0.1046
H -2.813 3.558 1.708 0.0963
H -1.749 4.675 2.568 0.1052
H -2.333 3.220 3.375 0.0860
H 1.346 2.696 2.586 0.0642
H 0.170 2.797 3.896 0.0703
H 0.554 4.214 2.949 0.1044
O 5.835 -2.152 3.293 0.1096
N 5.365 -3.062 2.645 -0.3348
O 5.893 -4.118 2.404 0.1350
C 3.988 -2.869 2.128 -0.0428
C 3.232 -3.975 2.009 0.0997
C 1.871 -3.878 1.575 -0.0988
C 1.021 -4.987 1.434 0.0543
C -0.269 -4.787 1.010 0.0131
C -0.707 -3.491 0.730 -0.0776
N 0.082 -2.430 0.851 -0.0138
C 1.356 -2.617 1.277 -0.1526
C 2.175 -1.452 1.389 -0.1653
N 1.584 -0.277 1.053 -0.0220
C 2.317 0.822 1.073 -0.1142
C 3.661 0.818 1.448 0.0067
C 4.262 -0.354 1.826 0.0693
C 3.508 -1.547 1.804 -0.0360
H 3.659 -4.940 2.249 0.1488
H 1.385 -5.982 1.659 0.1429
H -0.956 -5.613 0.890 0.1310
H -1.718 -3.305 0.397 0.0985
H 1.827 1.735 0.773 0.0909
H 4.214 1.746 1.427 0.1319
H 5.296 -0.367 2.130 0.1269
C -0.799 -1.563 -2.202 -0.1721
N 0.070 -0.547 -1.494 -0.1698
C -0.145 0.771 -2.205 -0.1589
N 0.134 0.683 -3.613 -0.0674
C -0.748 -0.320 -4.215 -0.1305
N -0.530 -1.639 -3.611 -0.0682
C 0.868 -2.024 -3.810 -0.1372
N 1.767 -1.044 -3.200 -0.0667
C 1.501 -0.953 -1.789 -0.1607
C 1.525 0.267 -3.812 -0.1317
H -1.832 -1.273 -2.033 0.0889
H -0.613 -2.534 -1.742 0.1147
H 0.507 1.508 -1.733 0.1159
H -1.185 1.057 -2.058 0.1104
H -0.548 -0.379 -5.284 0.1404
H -1.788 -0.022 -4.072 0.1315
H 1.076 -2.088 -4.877 0.1398
H 1.041 -3.005 -3.363 0.1356
H 2.163 -0.205 -1.357 0.1015
H 1.672 -1.924 -1.320 0.1254
H 1.731 0.207 -4.880 0.1414
H 2.195 1.002 -3.364 0.1108
C 6.176 2.915 -2.730 -0.0783
C 4.652 3.003 -2.637 -0.5095
C 4.189 4.407 -2.249 -0.0812
C 4.102 1.975 -1.717 0.0261
H 6.560 3.627 -3.459 0.0846
H 6.500 1.918 -3.031 0.0790
H 6.632 3.145 -1.764 0.0838
H 4.254 2.793 -3.645 0.1357
H 4.592 4.688 -1.274 0.0825
H 3.099 4.468 -2.199 0.0700
H 4.530 5.143 -2.977 0.0847
H 3.114 2.115 -1.288 0.0270
H 4.566 0.999 -1.623 0.0644


# 2
116
Properties=species:S:1:pos:R:3:lowdin_charge:R:1 method="wB97M-V/def2-TZVPD" max_force_ev_per_a=3.10 total_charge=-1 energy_ev=-108905.773 e_above_lowest_ev=0.967
Ba -0.562 -0.269 -0.631 1.1329
C 0.632 -2.698 5.361 -0.0367
C 0.353 -2.584 3.860 -0.5260
C -1.149 -2.445 3.649 -0.0962
C 0.790 -3.850 3.122 -0.0300
N 1.185 -1.443 3.349 0.0156
C 2.566 -1.531 3.447 -0.0644
C 3.075 -0.359 3.043 -0.0864
N 2.028 0.465 2.685 0.0249
B 2.381 1.923 2.278 -0.6061
N 3.227 2.021 0.982 0.0183
C 3.932 3.192 0.808 -0.0740
C 4.562 3.130 -0.373 -0.0704
N 4.263 1.896 -0.939 0.0008
C 3.408 1.220 -0.099 -0.6848
S 2.704 -0.321 -0.310 0.5583
C 4.861 1.564 -2.263 -0.5459
C 6.381 1.715 -2.139 -0.0408
C 4.577 0.153 -2.762 -0.0941
C 4.297 2.559 -3.281 -0.0290
N 1.164 2.889 2.268 0.0129
C 0.731 3.379 3.478 -0.0866
C -0.375 4.106 3.267 -0.0734
N -0.639 4.067 1.901 0.0005
C 0.331 3.319 1.290 -0.7067
S 0.500 2.965 -0.374 0.5713
C -1.786 4.862 1.372 -0.5379
C -3.029 4.451 2.172 -0.0325
C -2.099 4.645 -0.105 -0.0910
C -1.468 6.343 1.589 -0.0334
C 0.865 -0.195 2.885 -0.6790
S -0.696 0.424 2.584 0.5718
H 0.029 -3.506 5.778 0.0842
H 0.365 -1.769 5.868 0.0895
H 1.680 -2.914 5.569 0.0731
H -1.593 -3.365 4.038 0.0938
H -1.407 -2.361 2.596 0.0384
H -1.575 -1.593 4.172 0.0487
H 0.240 -4.700 3.528 0.0969
H 1.856 -4.058 3.221 0.0748
H 0.555 -3.772 2.060 0.0555
H 3.063 -2.429 3.760 0.1146
H 4.098 -0.044 2.933 0.1240
H 3.106 2.347 3.157 0.1192
H 3.910 3.972 1.547 0.1203
H 5.196 3.848 -0.856 0.1074
H 6.766 1.011 -1.400 0.0930
H 6.679 2.720 -1.844 0.0676
H 6.844 1.495 -3.101 0.0843
H 4.954 -0.609 -2.084 0.0697
H 5.085 0.058 -3.726 0.0847
H 3.516 -0.022 -2.895 0.0273
H 4.569 3.589 -3.047 0.0753
H 3.209 2.490 -3.300 0.0923
H 4.682 2.323 -4.275 0.0840
H 1.239 3.133 4.393 0.1214
H -1.006 4.621 3.963 0.1090
H -3.161 3.369 2.126 0.0859
H -3.908 4.930 1.738 0.0851
H -2.975 4.745 3.219 0.0715
H -2.324 3.605 -0.327 0.0457
H -1.284 4.951 -0.751 0.0444
H -2.983 5.251 -0.322 0.0863
H -1.286 6.566 2.641 0.0747
H -2.306 6.952 1.247 0.0847
H -0.580 6.623 1.020 0.0919
N 1.023 -0.613 -3.884 0.1949
C -0.055 0.134 -4.158 -0.4331
N -0.215 0.615 -5.392 0.1758
C -1.315 1.338 -5.567 -0.4443
N -1.520 1.877 -6.791 0.1500
N -2.251 1.607 -4.636 0.1689
C -1.996 1.077 -3.449 -0.2756
N -0.935 0.339 -3.149 -0.0018
C -3.023 1.349 -2.360 -0.2127
C -4.209 1.993 -2.686 -0.0073
C -5.113 2.252 -1.669 -0.0530
C -4.803 1.867 -0.373 -0.0485
C -3.611 1.200 -0.145 -0.1592
N -2.746 0.938 -1.126 -0.1048
H 1.574 -0.922 -4.668 0.1140
H 1.033 -1.218 -3.064 0.0404
H -0.961 1.529 -7.550 0.0971
H -2.438 2.234 -6.985 0.0967
H -4.397 2.281 -3.709 0.1029
H -6.049 2.749 -1.889 0.1053
H -5.476 2.057 0.452 0.1096
H -3.338 0.847 0.845 0.0991
C -4.097 -2.623 -1.615 -0.2859
Si -2.827 -2.424 -0.162 0.4338
C -4.078 -2.297 1.312 -0.2781
C -2.159 -4.241 -0.006 -0.3320
C -3.068 -5.258 0.323 -0.1365
C -2.694 -6.586 0.450 -0.1240
C -1.367 -6.937 0.234 -0.1240
C -0.456 -5.952 -0.108 -0.1429
C -0.809 -4.599 -0.236 -0.3444
Si 0.568 -3.344 -0.816 0.4453
C 0.929 -4.107 -2.570 -0.3039
C 2.167 -3.966 0.094 -0.2960
H -4.779 -3.475 -1.499 0.0039
H -3.572 -2.752 -2.568 -0.0021
H -4.711 -1.717 -1.699 -0.0093
H -4.681 -3.196 1.480 -0.0001
H -4.780 -1.476 1.116 -0.0037
H -3.562 -2.061 2.246 -0.0145
H -4.111 -5.000 0.486 0.0748
H -3.429 -7.341 0.712 0.0844
H -1.050 -7.971 0.326 0.0846
H 0.575 -6.247 -0.289 0.0803
H 1.112 -5.188 -2.544 0.0044
H 1.818 -3.637 -3.011 -0.0099
H 0.086 -3.935 -3.248 -0.0005
H 2.034 -4.916 0.621 0.0004
H 2.535 -3.228 0.812 -0.0297
H 2.963 -4.108 -0.644 0.0099


# 3
160
Properties=species:S:1:pos:R:3:lowdin_charge:R:1 method="wB97M-V/def2-TZVPD" max_force_ev_per_a=6.41 total_charge=0 energy_ev=-660321.466 e_above_lowest_ev=9.205
C -2.178 0.695 -3.172 0.0438
C -1.643 1.316 -2.141 -0.0748
C -0.872 1.733 -0.763 -0.5224
C -1.168 0.696 0.432 -0.1471
C -2.724 0.375 0.689 -0.1965
C -2.981 -1.110 1.333 -0.2254
P -2.450 -2.518 0.187 0.7502
O -2.336 -1.902 -1.241 -0.3386
O -0.934 -3.222 0.561 -0.2643
C -0.475 -2.893 1.904 -0.2905
C -1.315 -3.580 3.100 -0.0901
O -3.667 -3.752 0.049 -0.3123
C -3.251 -4.776 -0.897 -0.2911
C -2.544 -6.068 -0.184 -0.0947
O 0.541 1.720 -1.091 -0.1633
C 1.344 2.449 -0.126 -0.0897
C 2.831 1.744 -0.089 -0.3488
C 2.958 0.714 1.184 -0.0068
C 2.564 1.316 2.606 -0.2205
O 2.588 2.750 2.752 -0.0625
C 3.456 0.706 3.839 -0.2943
F 4.865 0.733 3.580 0.0654
F 3.239 1.595 4.969 0.0346
F 2.968 -0.586 4.234 0.0582
O 3.769 2.835 0.022 -0.0676
N 4.854 2.556 0.762 -0.0251
O 5.581 3.521 0.798 0.0354
O 2.881 0.890 -1.219 -0.0906
C 3.520 1.258 -2.415 -0.5925
I 5.742 1.352 -2.370 1.0536
B 3.038 2.581 -3.235 -0.4747
C 1.822 2.705 -4.306 -0.0146
O 3.765 3.833 -2.941 -0.0629
C 3.229 0.000 -3.454 -0.3261
C 4.272 -1.219 -3.302 -0.2252
C 1.707 -0.521 -3.402 -0.1571
C 1.392 -1.661 -2.304 -0.2237
C 0.786 -2.941 -3.091 -0.1209
P -1.493 3.528 -0.386 0.8861
C -3.403 3.582 -0.585 -0.2927
C -0.876 4.510 -1.926 -0.2776
H -2.855 0.454 -4.072 0.0343
H -0.711 1.097 1.425 0.0992
H -0.638 -0.295 0.179 0.1017
H -3.143 1.180 1.422 0.1130
H -3.392 0.422 -0.242 0.1141
H -2.587 -1.193 2.414 0.0903
H -4.141 -1.190 1.422 0.0096
H -0.394 -1.753 2.062 0.0986
H 0.612 -3.301 1.991 0.1341
H -2.281 -4.083 2.722 0.0789
H -1.578 -2.739 3.857 0.0790
H -0.689 -4.348 3.712 0.0899
H -4.175 -5.185 -1.477 0.1073
H -2.510 -4.419 -1.700 0.1078
H -2.584 -6.975 -0.909 0.0518
H -3.105 -6.251 0.801 0.0373
H -1.431 -5.870 0.073 0.0793
H 0.852 2.528 0.899 0.0520
H 1.522 3.520 -0.541 0.1121
H 3.977 0.148 1.176 0.1460
H 2.177 -0.118 0.939 0.1451
H 1.475 0.977 2.844 0.1641
H 3.511 3.077 2.948 0.1277
H 1.992 1.984 -5.206 0.0889
H 0.770 2.588 -3.857 0.0605
H 1.860 3.771 -4.778 0.0868
H 3.122 4.406 -2.431 0.0144
H 3.394 0.434 -4.524 0.1317
H 3.711 -2.177 -3.668 -0.0358
H 4.578 -1.457 -2.210 0.0787
H 5.192 -1.146 -4.013 0.0542
H 1.476 -0.964 -4.457 0.1239
H 0.918 0.315 -3.254 0.0959
H 0.522 -1.266 -1.634 0.0913
H 2.252 -1.906 -1.587 0.1057
H 0.437 -3.778 -2.389 0.0745
H -0.145 -2.555 -3.675 0.0227
H 1.556 -3.260 -3.880 0.0362
H -3.738 4.696 -0.602 -0.0024
H -3.859 3.005 0.296 0.0266
H -3.693 3.122 -1.602 -0.0101
H -1.073 3.918 -2.911 0.0153
H 0.270 4.688 -1.885 0.0325
H -1.417 5.514 -2.045 0.0187
C -3.916 5.040 -4.733 -1.5016
Cl -3.801 6.256 -3.451 0.5384
Cl -3.510 3.435 -4.106 0.5876
Cl -5.536 5.038 -5.445 0.5275
H -3.199 5.295 -5.512 0.0204
C 4.790 6.588 -0.172 -1.4898
Cl 4.623 7.665 1.223 0.4985
Cl 3.205 5.998 -0.693 0.6034
Cl 5.614 7.415 -1.502 0.5386
H 5.393 5.732 0.126 -0.0066
C -6.423 -5.639 1.619 -1.5375
Cl -8.040 -5.501 2.329 0.5082
Cl -5.394 -6.681 2.615 0.4796
Cl -6.522 -6.262 -0.035 0.5604
H -5.977 -4.643 1.587 -0.1297
C 9.887 0.916 -2.687 -1.5244
Cl 10.490 2.294 -3.619 0.5239
Cl 8.708 1.450 -1.479 0.4114
Cl 9.172 -0.296 -3.761 0.5100
H 10.729 0.459 -2.167 0.0166
C -6.336 5.309 1.857 -1.5284
Cl -7.246 4.247 0.772 0.5202
Cl -5.475 4.360 3.078 0.5118
Cl -5.205 6.314 0.939 0.5375
H -7.042 5.964 2.366 0.0155
C -6.983 -1.863 3.083 -1.4653
Cl -8.647 -2.342 2.721 0.5271
Cl -5.856 -2.616 1.943 0.6651
Cl -6.819 -0.101 3.044 0.5407
H -6.738 -2.209 4.087 0.0280
C -2.133 -10.518 0.160 -1.5678
Cl -3.279 -9.621 1.169 0.5033
Cl -2.022 -9.794 -1.451 0.5070
Cl -0.539 -10.573 0.928 0.5271
H -2.496 -11.539 0.053 -0.0210
C -0.355 3.742 3.917 -1.5044
Cl -0.564 5.264 4.798 0.4983
Cl -1.418 2.488 4.578 0.5061
Cl -0.668 3.973 2.185 0.5161
H 0.678 3.416 4.038 -0.0093
C -1.901 -3.514 -6.089 -1.5309
Cl -2.118 -1.989 -5.220 0.5526
Cl -2.963 -4.765 -5.425 0.5194
Cl -2.204 -3.294 -7.819 0.5197
H -0.868 -3.837 -5.961 0.0106
C -6.247 -8.702 5.954 -1.5218
Cl -6.982 -7.517 4.865 0.4724
Cl -7.187 -10.201 5.968 0.5228
Cl -4.571 -9.023 5.481 0.5139
H -6.246 -8.288 6.961 0.0162
C -5.265 -12.210 -2.705 -1.5149
Cl -4.147 -11.641 -3.954 0.5183
Cl -5.234 -13.976 -2.601 0.5241
Cl -4.868 -11.487 -1.139 0.5390
H -6.273 -11.900 -2.980 0.0182
C 0.377 8.303 7.453 -1.5242
Cl -1.025 7.909 6.448 0.4949
Cl 1.853 7.623 6.752 0.4863
Cl 0.530 10.055 7.648 0.5224
H 0.229 7.860 8.437 0.0187
C 7.791 10.501 1.961 -1.5283
Cl 8.399 11.881 1.034 0.5165
Cl 6.609 11.035 3.166 0.5171
Cl 7.077 9.293 0.883 0.4775
H 8.630 10.043 2.483 0.0162
C 4.451 -3.894 -6.428 -1.5000
Cl 5.740 -2.760 -6.859 0.5304
Cl 4.258 -3.976 -4.670 0.5988
Cl 2.928 -3.427 -7.199 0.5195
H 4.730 -4.883 -6.789 0.0157
C 5.584 5.442 7.153 -1.5338
Cl 4.697 6.396 5.954 0.4899
Cl 7.253 6.014 7.292 0.5215
Cl 4.771 5.507 8.724 0.5184
H 5.604 4.405 6.820 0.0144